Entry 1:
{
  "formula": "C3H9N2Si",
  "method": "wB97M-V/def2-TZVPD",
  "charge": 1,
  "homo_energy_ev": [-10.5625, -15.7657],
  "spin_multiplicity": 3,
  "gap_ev": [7.5, 8.0],
  "lumo_energy_ha": [-0.1112, -0.2852],
  "elements": ["C", "C", "C", "N", "N", "Si", "H", "H", "H", "H", "H", "H", "H", "H", "H"],
  "coordinates": [[0.6718, 0.1997, -1.1472], [-0.1281, -0.5781, 0.8741], [1.0876, -1.4197, 0.3911], [-0.4160, 0.4422, -0.0956], [1.4485, -0.7668, -0.8515], [-1.6234, 1.6615, 0.0290], [0.7695, 0.6693, -2.0875], [-1.0293, -1.2196, 0.9692], [-0.1412, -0.1297, 1.8594], [1.9873, -1.2701, 1.1272], [0.7882, -2.5858, 0.1624], [2.3861, -0.9319, -1.2607], [-0.9617, 2.9473, 0.2763], [-2.4826, 1.2510, 1.1078], [-2.3566, 1.7307, -1.3539]],
  "atomic_forces_ev_per_a": [[-4.195, 5.086, -1.307], [-0.999, -1.011, -0.305], [0.700, -1.215, 0.753], [4.064, -2.711, -1.527], [3.341, -4.829, 2.441], [-1.953, 1.885, -1.856], [-0.702, 0.853, -0.478], [0.123, 0.027, -0.246], [0.753, 0.110, 0.513], [-1.735, -0.889, -1.133], [0.880, 2.849, 0.988], [-1.021, 0.381, 0.357], [0.219, -0.019, 0.061], [-0.238, -0.287, 0.458], [0.764, -0.228, 1.281]]
}

---

Entry 2:
{
  "formula": "C3H9N3",
  "method": "wB97M-V/def2-TZVPD",
  "homo_energy_ev": [-7.9195, -8.7111],
  "spin_multiplicity": 1,
  "gap_ev": [8.0, 9.3],
  "lumo_energy_ha": [0.0048, 0.0218],
  "elements": ["C", "C", "C", "N", "N", "N", "H", "H", "H", "H", "H", "H", "H", "H", "H"],
  "coordinates": [[-2.0731, 0.5335, 0.5207], [1.7153, 0.0191, -2.0309], [0.4120, -0.3598, 1.3275], [-1.1271, 0.3846, -0.5971], [1.6780, -0.4067, -0.6321], [0.3642, -0.1243, -0.1225], [-1.5879, 1.1035, 1.3121], [-2.8134, 1.0454, -0.0117], [-2.3166, -0.4148, 0.9022], [2.0966, -0.7528, -2.6358], [0.7070, 0.4672, -2.4459], [2.4796, 0.7650, -2.1756], [-0.1090, 0.3481, 1.9077], [-0.0001, -1.3774, 1.3932], [1.4503, -0.2452, 1.6239]],
  "atomic_forces_ev_per_a": [[3.588, 0.008, -0.431], [-2.020, 1.395, -0.262], [0.824, -1.280, -1.310], [5.035, -1.351, -0.557], [-5.493, 2.007, -0.179], [-0.320, 0.844, 0.398], [-0.726, 0.472, 0.112], [-1.593, 0.715, -0.182], [-0.948, -1.238, 0.594], [-0.023, -1.430, -0.865], [1.964, -1.143, 0.877], [0.292, 0.735, 0.389], [-0.898, 0.640, 0.412], [0.284, 0.276, 0.949], [0.034, -0.650, 0.053]]
}

---

Entry 3:
{
  "formula": "C3H9N3",
  "method": "wB97M-V/def2-TZVPD",
  "homo_energy_ev": -9.3875,
  "spin_multiplicity": 1,
  "gap_ev": 10.2,
  "lumo_energy_ha": 0.0306,
  "elements": ["H", "N", "C", "N", "H", "H", "H", "C", "N", "C", "H", "H", "H", "H", "H"],
  "coordinates": [[-2.1112, 0.0835, 1.7565], [-2.5952, -0.2704, 0.8881], [-2.0100, 0.2991, -0.0779], [-2.1314, 0.0973, -1.3948], [-1.1055, 0.9936, 0.1111], [-1.5022, 0.5282, -2.1206], [-3.0658, -0.2671, -1.8423], [1.9524, -1.1003, -0.3862], [2.4761, 0.0648, -0.2262], [2.3184, 0.7631, 1.1244], [1.8623, -1.5215, -1.4236], [1.3628, -1.5637, 0.3869], [2.7124, 1.7343, 0.9002], [2.7705, 0.1735, 1.9050], [1.2656, 0.8260, 1.4959]],
  "atomic_forces_ev_per_a": [[-1.055, -0.573, -1.087], [0.145, 0.410, 1.137], [3.220, 1.420, 0.943], [-2.579, -0.728, -4.141], [-1.220, -0.821, -0.254], [-1.063, -0.473, 1.817], [2.605, 0.762, 1.587], [-0.111, 2.164, -0.848], [-1.027, -1.157, 0.631], [-1.094, -1.464, -1.474], [0.635, 0.212, 1.088], [-0.154, -0.511, 0.438], [0.327, 0.470, 0.786], [0.922, 0.187, 0.216], [0.449, 0.101, -0.838]]
}

---

Entry 4:
{
  "formula": "C3H9N3",
  "method": "wB97M-V/def2-TZVPD",
  "charge": 2,
  "homo_energy_ev": -17.4131,
  "spin_multiplicity": 1,
  "gap_ev": 9.2,
  "lumo_energy_ha": -0.3024,
  "elements": ["C", "C", "C", "N", "N", "N", "H", "H", "H", "H", "H", "H", "H", "H", "H"],
  "coordinates": [[1.2181, 0.5586, -0.1885], [-2.6435, 0.0318, 0.3483], [2.5342, -1.4128, 0.3091], [2.0691, -0.5094, -0.4658], [1.7179, 1.7058, 0.0662], [-3.6920, -0.2011, -0.3133], [-1.6670, 0.0826, -0.1313], [-2.6969, 0.1732, 1.4251], [2.4516, -1.3169, 1.3822], [3.0250, -2.2887, -0.0910], [2.1548, -0.6451, -1.4810], [1.1122, 2.5044, 0.2353], [2.7181, 1.9160, 0.1072], [-3.6850, -0.3387, -1.3284], [-4.6167, -0.2596, 0.1259]],
  "atomic_forces_ev_per_a": [[-2.032, 0.775, 0.398], [0.569, 0.061, 0.486], [0.306, -0.102, 0.271], [1.085, -0.482, -0.628], [0.938, 0.014, -0.003], [-0.760, -0.134, -0.512], [-0.182, 0.008, -0.126], [-0.162, -0.016, -0.099], [-0.192, 0.122, 0.083], [0.029, 0.066, -0.235], [0.062, -0.177, 0.150], [-0.030, -0.205, -0.025], [0.021, -0.006, -0.006], [0.078, 0.037, 0.270], [0.270, 0.041, -0.023]]
}

---

Entry 5:
{
  "formula": "C3H9N3O",
  "method": "wB97M-V/def2-TZVPD",
  "homo_energy_ev": -9.1585,
  "spin_multiplicity": 1,
  "gap_ev": 10.1,
  "lumo_energy_ha": 0.0354,
  "elements": ["H", "N", "C", "C", "N", "C", "N", "O", "H", "H", "H", "H", "H", "H", "H", "H"],
  "coordinates": [[0.4292, 1.3610, -2.9167], [0.0329, 0.8658, -2.1241], [0.8453, 0.2310, -1.3956], [0.3575, -0.5545, -0.2123], [1.4846, -1.0028, 0.5827], [-0.6574, 0.3308, 0.5686], [-1.0000, -0.3359, 1.7984], [-1.7702, 0.6452, -0.2037], [1.9252, 0.1620, -1.5757], [-0.1793, -1.4411, -0.5749], [1.1291, -1.4919, 1.3983], [2.0050, -0.2000, 0.9273], [-0.0822, 1.2725, 0.7979], [-1.6986, -1.0523, 1.6148], [-1.4078, 0.3276, 2.4507], [-1.4134, 0.8825, -1.1358]],
  "atomic_forces_ev_per_a": [[0.277, -0.073, 0.110], [-0.133, 0.207, -0.243], [0.255, -0.474, -0.324], [-0.377, 0.194, 0.310], [0.186, -0.014, -0.101], [1.075, 0.304, 0.088], [-0.211, 0.322, 0.093], [-0.056, 0.248, -1.460], [-0.064, 0.145, -0.099], [-0.003, 0.108, -0.050], [0.067, 0.150, -0.050], [-0.052, -0.088, 0.066], [-0.436, -0.600, 0.261], [0.042, 0.128, -0.042], [0.002, -0.171, -0.099], [-0.573, -0.385, 1.538]]
}

---

Entry 6:
{
  "formula": "C3H9N3O2",
  "method": "wB97M-V/def2-TZVPD",
  "homo_energy_ev": [-8.4480, -8.4483],
  "spin_multiplicity": 1,
  "gap_ev": [7.9, 7.9],
  "lumo_energy_ha": [-0.0192, -0.0192],
  "elements": ["C", "C", "N", "N", "C", "N", "O", "O", "H", "H", "H", "H", "H", "H", "H", "H", "H"],
  "coordinates": [[-1.1231, 0.4449, 0.5116], [-1.7488, -0.7569, 1.1155], [0.9656, 0.1764, 0.9838], [0.2885, -0.5069, -1.0481], [1.4176, -0.0707, -0.2318], [0.1334, 0.1632, -2.2944], [1.9310, 0.7210, 1.8407], [2.5479, 0.0888, -0.7009], [2.6953, 0.9203, 1.2635], [0.3357, -1.5037, -1.2341], [-0.2516, 1.0846, -2.1030], [1.0643, 0.3188, -2.6868], [-1.5314, 0.7772, -0.4347], [-0.9310, 1.2737, 1.1748], [-1.9189, -1.5466, 0.3858], [-1.1507, -1.1356, 1.9408], [-2.7238, -0.4483, 1.5174]],
  "atomic_forces_ev_per_a": [[0.532, 0.509, 1.087], [0.109, -0.056, -0.060], [-0.449, -0.415, -0.469], [0.106, -0.286, 0.052], [0.030, 0.293, -0.713], [0.288, -0.009, 0.142], [-0.390, 0.058, -0.210], [-0.263, -0.083, 0.343], [-0.163, 0.003, -0.083], [0.067, 0.094, -0.049], [0.024, -0.046, 0.016], [-0.063, -0.017, 0.047], [0.395, -0.154, -0.199], [-0.291, 0.008, 0.138], [0.038, 0.044, 0.031], [-0.036, 0.014, -0.026], [0.067, 0.042, -0.046]]
}

---

Record order is preserved below.
Total energy: -14103.3579, -7721.0957, -7725.2338, -7707.6833, -9774.3572, -11817.0844 eV
Record order is preserved below.
Relative energy (zero: lowest compared OMol25 entry of this formula, charge and spin): 16.62, 625.05, 225.79, 154.59, 114.04, 672.97 kJ/mol